Model a:
Molecular formula: C7H12N3
Method: DFT, the ωB97M-V functional and the def2-TZVPD basis

Output
Highest occupied orbital energy = -14.05 eV
Net charge = +1
Frontier orbital gap = 9.367 eV

Each line ends with the Mulliken charge.
CARTESIAN COORDINATES (ANGSTROEM)
C (0.72, -1.03, 0.75)  0.360
C (-2.19, 1.49, -0.95)  0.453
C (-0.64, -1.67, 0.77)  -0.596
C (-0.99, -0.33, 0.28)  0.517
C (-1.39, 1.81, -2.24)  -0.865
C (3.08, -0.30, 0.66)  -1.208
C (2.05, -1.37, 0.87)  -0.159
N (0.25, 0.20, 0.38)  -0.589
N (-2.02, 0.14, -0.33)  -0.161
N (-3.13, 2.08, -0.38)  -0.604
H (-0.90, -2.51, 0.20)  0.319
H (-1.01, -2.05, 1.67)  0.319
H (-1.76, 1.08, -3.02)  0.286
H (-0.36, 1.62, -1.99)  0.302
H (-1.65, 2.86, -2.58)  0.324
H (2.98, 0.34, 1.60)  0.303
H (2.93, 0.26, -0.21)  0.351
H (4.07, -0.68, 0.66)  0.396
H (2.08, -1.92, 1.91)  0.282
H (2.41, -2.22, 0.18)  0.332
H (-2.99, -0.26, -0.10)  0.362
H (-3.45, 3.01, -0.60)  0.276

---

Model b:
Molecular formula: C7H12N3
Method: DFT, the ωB97M-V functional and the def2-TZVPD basis

Output
Highest occupied orbital energy = -12.83 eV
Net charge = +1
Frontier orbital gap = 9.224 eV
Structure (SMILES) = C/C=C/CCc1[nH]nc[nH+]1

Each line ends with the Mulliken charge.
CARTESIAN COORDINATES (ANGSTROEM)
C (1.05, -2.43, -1.98)  -1.285
C (-0.08, -1.83, -1.28)  -0.127
C (-0.36, -0.54, -1.15)  -0.303
C (-1.55, -0.27, -0.33)  -0.629
C (-1.14, 0.01, 1.17)  -0.504
C (-0.21, 1.14, 1.26)  0.273
N (-0.57, 2.43, 1.01)  0.370
N (0.54, 3.20, 0.97)  -0.638
C (1.51, 2.48, 1.30)  -0.067
N (1.12, 1.22, 1.53)  -0.010
H (0.73, -2.92, -2.97)  0.275
H (1.49, -3.26, -1.42)  0.341
H (1.93, -1.83, -2.17)  0.346
H (-0.81, -2.47, -0.89)  0.338
H (0.41, 0.13, -1.44)  0.395
H (-2.13, -1.17, -0.29)  0.283
H (-2.15, 0.61, -0.62)  0.471
H (-0.62, -0.95, 1.69)  0.268
H (-2.04, 0.26, 1.63)  0.347
H (-1.41, 2.82, 0.82)  0.183
H (2.49, 2.81, 1.38)  0.469
H (1.82, 0.56, 1.77)  0.202

---

Model c:
Molecular formula: C7H12N3
Method: DFT, the ωB97M-V functional and the def2-TZVPD basis

Output
Highest occupied orbital energy = -13.84 eV
Net charge = +1
Frontier orbital gap = 11.028 eV
Structure (SMILES) = CN1CC[NH+]=C1N1[C@@H]2C[C@@H]21

Each line ends with the Mulliken charge.
CARTESIAN COORDINATES (ANGSTROEM)
C (-0.48, -1.97, -0.27)  -0.935
N (-0.89, -0.63, -0.26)  0.091
C (-2.29, -0.03, -0.24)  -0.573
C (-2.08, 1.35, 0.28)  -0.591
N (-0.68, 1.60, -0.16)  -0.156
C (-0.05, 0.42, -0.30)  0.269
N (1.28, 0.31, -0.86)  -0.176
C (2.15, -0.67, -0.24)  -0.322
C (2.25, 0.11, 1.07)  -0.348
C (2.49, 0.75, -0.23)  -0.287
H (0.01, -2.35, 0.62)  0.313
H (-1.45, -2.54, -0.24)  0.347
H (0.08, -2.15, -1.13)  0.411
H (-3.10, -0.56, 0.19)  0.469
H (-2.51, 0.14, -1.25)  0.351
H (-2.75, 2.08, -0.14)  0.371
H (-2.12, 1.45, 1.34)  0.299
H (-0.28, 2.44, -0.41)  0.192
H (2.72, -1.46, -0.57)  0.371
H (1.35, 0.40, 1.63)  0.191
H (3.14, -0.08, 1.78)  0.267
H (3.21, 1.38, -0.60)  0.446

---

model b wins, 24.0 kcal/mol ahead of the next structure.

---

Model a:
Molecular formula: C5H13N2S
Method: DFT, the ωB97M-V functional and the def2-TZVPD basis

Output
Highest occupied orbital energy = -11.18 eV
Net charge = +1
Frontier orbital gap = 7.187 eV

Each line ends with the Mulliken charge.
CARTESIAN COORDINATES (ANGSTROEM)
C (1.38, -0.84, 0.31)  -0.449
C (0.30, -0.49, 1.34)  -0.116
C (-0.15, -0.25, -2.62)  -1.187
C (-1.90, 1.37, 0.54)  -0.749
C (-0.11, 0.23, -1.24)  -0.161
N (0.12, -1.26, 2.44)  -0.326
N (2.60, -0.35, 0.43)  -0.459
S (-1.37, -0.32, -0.09)  0.086
H (1.28, -1.76, -0.05)  0.550
H (0.22, 0.56, 1.54)  0.419
H (0.03, -1.34, -2.72)  0.291
H (0.63, 0.12, -3.44)  0.282
H (-1.07, -0.21, -3.12)  0.383
H (-1.30, 1.59, 1.44)  0.254
H (-2.95, 1.45, 0.66)  0.403
H (-1.71, 2.13, -0.29)  0.285
H (0.28, 1.25, -1.17)  0.478
H (0.35, -2.24, 2.51)  0.218
H (-0.29, -0.89, 3.28)  0.225
H (3.25, -0.63, -0.41)  0.308
H (2.82, 0.60, 0.74)  0.264

---

Model b:
Molecular formula: C5H13N2S
Method: DFT, the ωB97M-V functional and the def2-TZVPD basis

Output
Highest occupied orbital energy = -11.28 eV
Net charge = +1
Frontier orbital gap = 7.592 eV

Each line ends with the Mulliken charge.
CARTESIAN COORDINATES (ANGSTROEM)
C (0.43, -1.60, 0.26)  -1.041
C (-0.61, 0.64, -0.31)  -0.641
C (-0.75, -0.85, -0.38)  0.006
C (1.66, 0.71, -0.33)  -0.053
C (2.02, 1.30, 1.00)  -1.143
N (-1.22, 1.34, -1.34)  -0.550
N (-2.02, -1.29, 0.32)  -0.276
S (1.94, -1.02, -0.60)  -0.104
H (0.51, -1.38, 1.32)  0.416
H (0.37, -2.67, 0.10)  0.471
H (-0.75, 1.08, 0.67)  0.498
H (-0.84, -1.15, -1.43)  0.371
H (1.94, 1.29, -1.19)  0.441
H (1.56, 2.28, 1.11)  0.322
H (3.10, 1.42, 1.06)  0.356
H (1.71, 0.67, 1.83)  0.291
H (-1.14, 2.35, -1.27)  0.284
H (-0.96, 1.04, -2.27)  0.229
H (-2.82, -0.76, -0.06)  0.369
H (-1.95, -1.10, 1.33)  0.381
H (-2.20, -2.29, 0.19)  0.373

---

model b wins, 51.4 kcal/mol ahead of the next structure.

---

Model a:
Molecular formula: C3H6NP
Method: DFT, the ωB97M-V functional and the def2-TZVPD basis

Output
Highest occupied orbital energy (spin up / spin down) = -9.06 / -9.01 eV
Net charge = 0
Frontier orbital gap (spin up / spin down) = 7.728 / 7.967 eV

Each line ends with the Mulliken charge.
CARTESIAN COORDINATES (ANGSTROEM)
C (0.78, 0.74, 1.49)  0.515
C (0.70, 0.37, -0.97)  -1.172
C (1.20, 0.07, 0.36)  -0.334
N (0.04, 1.21, 2.23)  -0.434
P (-1.88, -1.34, 0.70)  -0.020
H (-0.11, 1.07, -0.95)  0.346
H (1.34, 0.65, -1.74)  0.389
H (0.23, -0.51, -1.25)  0.377
H (2.12, -0.57, 0.32)  0.286
H (-2.68, -1.64, -0.47)  0.046
H (-1.73, -0.04, 0.27)  0.001

---

Model b:
Molecular formula: C3H6NP
Method: DFT, the ωB97M-V functional and the def2-TZVPD basis

Output
Highest occupied orbital energy = -9.08 eV
Net charge = 0
Frontier orbital gap = 8.885 eV
Structure (SMILES) = C=CC[PH]#N

Each line ends with the Mulliken charge.
CARTESIAN COORDINATES (ANGSTROEM)
C (0.54, -1.50, -0.15)  -0.827
C (0.82, -0.32, 0.38)  0.226
C (-0.02, 0.80, 0.13)  -0.812
P (-1.87, 0.31, -0.01)  0.340
N (-2.35, -1.12, 0.17)  -0.509
H (-0.45, -1.65, -0.54)  0.171
H (1.11, -2.30, -0.06)  0.332
H (1.84, -0.10, 0.91)  0.214
H (0.00, 1.57, 0.80)  0.474
H (0.30, 1.23, -0.90)  0.290
H (-2.46, 1.46, -0.54)  0.101

---

Model c:
Molecular formula: C3H6NP
Method: DFT, the ωB97M-V functional and the def2-TZVPD basis

Output
Highest occupied orbital energy = -7.95 eV
Net charge = 0
Frontier orbital gap = 8.703 eV
Structure (SMILES) = CC#CNP

Each line ends with the Mulliken charge.
CARTESIAN COORDINATES (ANGSTROEM)
C (1.15, 0.95, 1.52)  -0.902
C (0.41, 0.05, 0.62)  0.077
C (-0.66, -0.43, 0.11)  0.001
N (-1.58, -1.23, -0.51)  -0.253
P (-2.20, -0.80, -2.02)  -0.106
H (0.88, 0.64, 2.45)  0.269
H (2.24, 0.83, 1.31)  0.279
H (1.06, 2.00, 1.21)  0.263
H (-1.87, -2.07, 0.00)  0.281
H (-2.03, 0.62, -1.70)  0.046
H (-3.62, -0.76, -1.78)  0.047

---

model c wins, 21.1 kcal/mol ahead of the next structure.

---

Model a:
Molecular formula: C4H10N3O
Method: DFT, the ωB97M-V functional and the def2-TZVPD basis

Output
Highest occupied orbital energy = -13.34 eV
Net charge = +1
Frontier orbital gap = 9.741 eV

Each line ends with the Mulliken charge.
CARTESIAN COORDINATES (ANGSTROEM)
C (-1.71, 0.37, 0.21)  0.818
C (0.79, -1.15, -0.02)  -0.459
C (2.01, 0.69, 0.38)  -0.573
C (-2.65, -0.67, -0.08)  -0.942
N (1.60, -0.44, 0.98)  -0.264
N (0.02, -0.13, -0.74)  -0.464
N (0.78, 1.06, -0.64)  -0.026
O (-1.50, 1.44, 0.60)  -0.386
H (1.54, -1.63, -0.85)  0.291
H (0.13, -1.91, 0.44)  0.345
H (2.44, 1.59, 0.83)  0.390
H (2.88, 0.55, -0.38)  0.310
H (-3.47, -0.61, 0.64)  0.361
H (-2.26, -1.69, -0.27)  0.329
H (-2.98, -0.39, -1.19)  0.301
H (1.00, -0.23, 1.88)  0.340
H (0.32, 1.80, -0.20)  0.291
H (1.06, 1.35, -1.59)  0.339

---

Model b:
Molecular formula: C4H10N3O
Method: DFT, the ωB97M-V functional and the def2-TZVPD basis

Output
Highest occupied orbital energy (spin up / spin down) = -10.95 / -12.66 eV
Net charge = +1
Frontier orbital gap (spin up / spin down) = 5.920 / 8.774 eV
Structure (SMILES) = C[NH2+]/C=[NH+]/C([O-])=C/N

Each line ends with the Mulliken charge.
CARTESIAN COORDINATES (ANGSTROEM)
C (2.30, 0.35, -0.63)  -0.952
N (1.92, -0.72, 0.21)  -0.136
C (0.62, -0.63, 1.01)  -0.627
N (-0.41, -1.24, 0.35)  -0.069
C (-1.64, -0.78, 0.00)  0.653
O (-2.52, -1.51, -0.47)  -0.636
C (-1.79, 0.68, 0.16)  -0.356
N (-2.89, 1.43, 0.03)  -0.347
H (1.84, 0.37, -1.67)  0.305
H (2.10, 1.33, -0.07)  0.327
H (3.34, 0.26, -0.87)  0.432
H (2.83, -0.83, 0.75)  0.405
H (2.04, -1.56, -0.47)  0.408
H (0.37, 0.33, 1.31)  0.495
H (-0.36, -2.25, 0.33)  0.283
H (-0.94, 1.26, 0.27)  0.290
H (-2.95, 2.46, -0.18)  0.260
H (-3.84, 1.06, -0.05)  0.266

---

model a wins, 6.2 kcal/mol ahead of the next structure.